A molecular structure, C53H39AsBaCl5F3N7OPSSe, computed with the ωB97M-V functional and the def2-TZVPD basis.

XYZ file:
```
113
Properties=species:S:1:pos:R:3:forces:R:3:mulliken_charge:R:1
Ba -0.852 1.113 1.944 -0.9 0.2 0.6 1.542
Cl -1.043 7.335 7.375 -0.1 -0.6 -0.5 -0.200
C -1.176 6.053 6.183 -0.3 0.3 0.5 -0.088
C -2.420 5.534 5.819 0.2 0.9 0.7 0.566
Cl -3.838 6.130 6.552 -0.5 0.2 0.3 -0.203
C -2.514 4.577 4.859 -1.1 -0.8 -0.2 0.385
Cl -4.036 3.815 4.445 0.3 0.4 0.1 -0.195
C -1.396 4.064 4.212 0.4 0.1 0.0 -1.397
O -1.504 3.233 3.270 -0.1 -1.5 -1.2 0.490
C -0.150 4.538 4.647 0.2 -0.7 -0.8 0.193
Cl 1.242 3.826 3.877 -0.1 0.1 0.1 -0.132
C -0.046 5.512 5.589 -0.1 0.7 0.5 0.352
Cl 1.479 6.126 5.975 1.0 0.4 0.4 -0.222
Se -7.374 -4.569 1.818 0.1 0.3 0.3 0.192
N -6.620 -3.597 3.161 -0.1 -0.4 -0.7 -0.865
C -5.733 -2.840 2.590 0.4 0.5 -0.2 1.065
C -4.909 -1.854 3.318 0.3 -0.2 -0.4 0.476
C -4.927 -1.784 4.702 0.1 0.1 0.3 -0.879
C -4.114 -0.888 5.350 0.4 0.7 -0.3 -0.922
C -3.322 -0.025 4.584 0.1 -0.3 0.0 -0.320
N -3.273 -0.105 3.263 0.4 0.2 -0.3 0.007
C -4.015 -1.014 2.632 -0.6 -0.5 -0.5 -0.280
C -3.891 -1.140 1.136 0.1 0.3 0.9 -0.425
N -3.026 -0.310 0.545 0.4 -0.1 -0.5 0.810
C -2.851 -0.411 -0.774 -0.7 -1.0 0.2 -1.054
C -3.526 -1.364 -1.550 0.7 0.6 -0.1 -1.096
C -4.436 -2.188 -0.936 -0.2 -0.4 -0.7 -0.999
C -4.643 -2.083 0.427 -0.1 -0.2 0.5 0.499
C -5.596 -2.960 1.137 0.6 1.2 0.6 1.171
N -6.384 -3.778 0.540 -0.5 -0.8 0.0 -0.827
H -5.563 -2.439 5.265 -0.2 -0.3 0.1 0.524
H -4.066 -0.802 6.419 -0.1 -0.1 0.3 0.461
H -2.674 0.732 5.044 -0.3 -0.3 -0.1 0.424
H -2.162 0.255 -1.253 0.3 0.4 0.0 0.900
H -3.284 -1.434 -2.614 -0.3 0.0 0.3 0.558
H -4.989 -2.924 -1.520 0.1 0.1 0.3 0.497
N -2.213 5.198 -1.129 -0.1 -0.4 -0.1 -0.367
C -2.643 4.338 -0.165 0.1 0.4 0.1 0.317
N -2.543 4.794 1.093 -0.2 -0.6 -0.1 -0.178
S -3.260 2.819 -0.572 0.4 0.3 0.3 -0.259
H -2.109 6.182 -0.950 0.0 0.0 0.1 0.201
H -2.388 4.898 -2.070 -0.1 0.1 -0.1 0.229
H -2.005 5.621 1.289 0.1 0.1 0.0 0.238
H -2.572 4.107 1.846 -0.1 0.2 0.0 -0.127
F 0.021 -1.261 4.951 -0.1 0.2 0.1 -0.329
C 0.209 -1.183 3.582 -0.1 0.0 -0.1 -0.177
F -0.806 -2.069 3.111 -0.3 0.1 -0.2 -0.275
F 1.326 -1.981 3.411 0.4 0.1 -0.2 -0.238
N 0.460 3.253 0.483 0.0 0.0 0.0 0.202
C 1.111 3.955 -0.150 0.1 0.3 -0.4 -0.836
C 1.963 4.805 -0.955 0.4 -0.2 0.4 0.664
C 3.230 5.134 -0.446 -0.6 0.2 -0.6 -0.466
C 4.067 5.924 -1.223 0.2 0.3 0.1 -0.538
C 3.674 6.395 -2.466 -0.5 -0.8 -0.2 -0.529
C 2.433 5.992 -2.981 1.0 0.8 -0.2 -0.576
C 1.585 5.218 -2.236 -1.0 -0.5 0.0 -0.270
H 3.533 4.804 0.534 0.0 -0.1 0.1 0.579
H 5.046 6.204 -0.862 0.1 -0.1 0.2 0.413
H 4.352 6.979 -3.078 -0.1 0.1 0.1 0.395
H 2.171 6.305 -3.983 -0.2 0.0 0.0 0.407
H 0.618 4.925 -2.670 0.5 0.0 0.4 0.515
C 0.682 -1.877 -0.348 1.0 -0.3 -0.1 -0.388
C 1.672 -2.779 -1.081 -0.1 -0.1 -0.4 -1.146
As 1.331 -4.718 -0.778 -0.2 0.3 -0.2 0.225
C 2.852 -5.221 -1.885 0.8 -0.3 0.4 0.141
C 2.973 -4.803 -3.194 -0.1 -0.1 -0.5 0.042
C 4.083 -5.097 -3.968 0.1 -0.3 0.4 -0.927
C 5.122 -5.814 -3.400 0.5 -0.1 -0.4 -0.247
C 5.054 -6.216 -2.076 0.2 0.1 -0.2 -0.657
C 3.934 -5.916 -1.326 -0.6 0.0 0.1 -0.385
C -0.053 -5.018 -2.158 0.0 0.1 -0.5 -0.133
C -0.555 -4.018 -2.998 0.4 0.5 0.4 0.787
C -1.402 -4.312 -4.056 0.0 -0.1 0.1 -0.663
C -1.713 -5.639 -4.336 -0.7 0.6 -0.6 -0.531
C -1.224 -6.640 -3.542 0.1 -0.8 0.5 -0.701
C -0.437 -6.325 -2.438 0.2 -0.2 0.1 -0.266
P 1.136 -0.100 -0.344 -0.4 0.0 0.3 0.564
C 2.842 0.001 0.281 0.3 -0.2 -0.4 0.445
C 2.933 0.404 1.612 0.1 0.1 0.1 -0.097
C 4.170 0.612 2.209 0.4 -0.2 -0.4 -0.944
C 5.324 0.409 1.445 -0.1 -0.1 0.6 -0.575
C 5.248 -0.093 0.150 0.2 0.2 0.0 -0.781
C 4.016 -0.281 -0.448 -0.8 0.2 -0.1 -0.182
C 1.123 0.408 -2.086 0.7 0.5 0.2 0.941
C 1.948 1.485 -2.477 -0.7 -0.4 -0.8 -1.267
C 1.839 2.009 -3.772 0.0 -0.3 0.7 -0.867
C 0.885 1.490 -4.635 0.2 0.1 -0.3 -0.859
C 0.071 0.432 -4.241 0.0 0.0 -0.5 -1.052
C 0.191 -0.121 -2.971 -0.1 0.2 -0.4 0.186
H 0.637 -2.183 0.704 -0.3 0.1 0.0 0.553
H -0.304 -1.955 -0.793 -0.4 -0.1 0.2 0.254
H 2.694 -2.633 -0.716 -0.2 0.0 0.1 0.856
H 1.702 -2.558 -2.168 0.0 -0.2 0.5 0.351
H 2.150 -4.301 -3.655 -0.4 0.4 -0.3 0.354
H 4.118 -4.817 -5.004 0.0 0.2 -0.3 0.411
H 6.001 -6.091 -3.989 -0.3 0.2 0.1 0.349
H 5.890 -6.762 -1.661 -0.1 -0.1 0.2 0.385
H 3.865 -6.270 -0.312 0.0 0.0 0.3 0.396
H -0.242 -2.983 -2.813 -0.3 -0.4 -0.2 -0.245
H -1.815 -3.518 -4.671 0.1 0.0 0.0 0.423
H -2.389 -5.860 -5.162 0.2 0.0 0.1 0.367
H -1.458 -7.687 -3.762 0.1 0.4 0.1 0.371
H -0.078 -7.125 -1.803 0.1 -0.1 0.0 0.404
H 2.027 0.534 2.199 0.2 0.0 0.0 0.124
H 4.247 0.889 3.256 -0.1 0.1 -0.2 0.511
H 6.296 0.599 1.899 -0.2 -0.1 -0.1 0.397
H 6.162 -0.324 -0.388 -0.1 0.1 0.0 0.417
H 3.934 -0.598 -1.495 0.1 0.0 0.5 0.443
H 2.660 1.892 -1.779 0.2 0.1 0.1 0.829
H 2.494 2.809 -4.105 -0.1 -0.1 0.1 0.506
H 0.821 1.903 -5.642 -0.1 -0.2 0.2 0.382
H -0.619 0.034 -4.987 0.0 0.0 0.4 0.476
H -0.466 -0.942 -2.688 0.2 0.2 0.0 0.019
```
Positions in Å, forces in eV/Å.

Summary:
total energy = -10504.531060 a.u.
HOMO energy = -7.622 eV
charge = 0
Kohn-Sham gap = 6.921 eV
spin multiplicity = 1